A molecular structure, C4H2LuO. Source: the Open Molecules 2025 dataset; level of theory: ωB97M-V/def2-TZVPD.

Results
2S+1 ... 2
HOMO (spin up / spin down) ... -0.6080 / -0.6077 Ha
Energy ... -39822.5162 eV
Kohn-Sham gap (spin up / spin down) ... 0.2560 / 0.2175 Eh
Charge ... +2

Positions of all 8 atoms, in Å:
C -2.57439 0.42177 -0.48718
C -1.61450 -0.37935 -0.47353
C -0.31831 -0.20977 -0.28833
C 1.02721 -0.14169 -0.14795
O 1.69848 -0.75310 0.73068
Lu 3.72525 -0.47004 1.90959
H -3.46083 1.02193 -0.34446
H 1.51709 0.51025 -0.89881

Cartesian forces (eV/Å) of the 6 atoms listed first:
C 0.0 -1.7 0.3
C -0.6 2.9 0.5
C 2.3 -1.3 0.0
C -2.8 1.3 -2.4
O 4.2 -0.7 3.3
Lu -2.7 -0.5 -1.6

Atom charges from the Löwdin analysis, given in e for atoms 1 to 4: number 1, C, carries 0.365; number 2, C, carries 0.022; number 3, C, carries 0.157; number 4, C, carries -0.304

=====

A molecular structure, C4H2MgO2. Source: the Open Molecules 2025 dataset; level of theory: ωB97M-V/def2-TZVPD.

Results
2S+1 ... 2
HOMO (spin up / spin down) ... -0.4141 / -0.4343 Ha
Energy ... -13704.0157 eV
Kohn-Sham gap (spin up / spin down) ... 0.1362 / 0.1491 Eh
Charge ... +1

Positions of all 9 atoms, in Å:
H 1.99560 0.86807 -0.91284
C 1.02547 0.42797 -0.66734
C 0.53265 0.34118 0.55701
O 0.39508 0.02747 -1.80543
O -0.90171 -0.56074 -1.54756
Mg -0.15843 -1.98770 -2.54839
C -0.97110 0.37803 2.35021
C -0.06427 -0.13861 1.66679
H -1.85329 0.64431 2.90756

Cartesian forces (eV/Å) of the 6 atoms listed first:
H -0.4 0.1 0.0
C 0.4 0.4 2.5
C 1.6 -1.6 -1.6
O 0.2 -0.7 -2.0
O -0.5 -1.2 -0.1
Mg -0.2 1.6 0.9

Atom charges from the Löwdin analysis, given in e for atoms 1 to 4: number 1, H, carries 0.132; number 2, C, carries -0.184; number 3, C, carries -0.001; number 4, O, carries -0.269

=====

C4H2N2O in the gas phase. Source: the Open Molecules 2025 dataset; level of theory: ωB97M-V/def2-TZVPD.

Results
SMILES ... N#CC#CC(N)=O
2S+1 ... 1
HOMO ... -0.4052 Ha
Energy ... -9205.9720 eV
Kohn-Sham gap ... 0.3887 Eh

Positions of all 9 atoms, in Å:
N -3.09050 0.17714 -2.49249
C -2.41716 0.08043 -1.55388
C -1.54180 -0.08973 -0.49647
C -0.69339 -0.30643 0.33247
C 0.45149 -0.69065 1.17987
N 1.48524 -1.11475 0.40781
O 0.44553 -0.64022 2.38998
H 1.40714 -1.14953 -0.59627
H 2.32275 -1.45546 0.85382

Cartesian forces (eV/Å) of the 6 atoms listed first:
N 0.6 0.0 0.9
C -0.6 0.1 -0.8
C 0.4 -0.1 0.3
C -0.5 0.1 -0.5
C 0.0 0.0 0.2
N 0.1 0.0 0.1

Atom charges from the Löwdin analysis, given in e for atoms 1 to 4: number 1, N, carries 0.170; number 2, C, carries -0.220; number 3, C, carries 0.003; number 4, C, carries 0.113